[1]
{
  "formula": "C2H6O2S",
  "method": "ωB97M-V/def2-TZVPD",
  "smiles": "O=CO.CS",
  "de_lowest_kj_mol": 19.20,
  "symbols": ["O", "C", "O", "H", "H", "C", "S", "H", "H", "H", "H"],
  "xyz": [[-1.7536, -0.9981, 1.0393], [-1.0539, -1.3685, 1.9261], [-0.0844, -0.6122, 2.4911], [-1.1135, -2.3207, 2.4646], [-0.2286, 0.3019, 2.1716], [1.1785, 0.6061, -1.7074], [0.0101, 1.8729, -1.1292], [0.6765, -0.3356, -1.5480], [1.3351, 0.7610, -2.7663], [2.1167, 0.6628, -1.1816], [-1.0829, 1.4304, -1.7602]],
  "lowdin_charge": [0.0699, -0.3951, 0.0540, 0.1380, 0.1154, -0.4777, 0.5968, 0.0143, 0.0168, 0.0235, -0.1559]
}



[2]
{
  "formula": "C24H64O26S8V",
  "method": "ωB97M-V/def2-TZVPD",
  "total_charge": 1,
  "de_lowest_kj_mol": 1218.36,
  "symbols": ["O", "V", "O", "O", "S", "O", "O", "C", "C", "C", "H", "H", "H", "H", "H", "H", "H", "H", "O", "S", "O", "O", "C", "C", "C", "H", "H", "H", "H", "H", "H", "H", "H", "O", "S", "O", "O", "C", "C", "C", "H", "H", "H", "H", "H", "H", "H", "H", "O", "S", "O", "O", "C", "C", "C", "H", "H", "H", "H", "H", "H", "H", "H", "O", "S", "O", "O", "C", "C", "C", "H", "H", "H", "H", "H", "H", "H", "H", "O", "S", "O", "O", "C", "C", "C", "H", "H", "H", "H", "H", "H", "H", "H", "O", "S", "O", "O", "C", "C", "C", "H", "H", "H", "H", "H", "H", "H", "H", "O", "S", "O", "O", "C", "C", "C", "H", "H", "H", "H", "H", "H", "H", "H"],
  "xyz": [[0.6109, 0.0909, 2.0336], [0.7498, 1.0748, 0.7625], [1.7917, 2.2401, 1.0404], [-5.3188, -1.6260, -3.2031], [-4.3937, -2.3413, -2.2559], [-3.3534, -1.6066, -1.5303], [-5.3736, -3.1382, -1.1147], [-6.4857, -3.8357, -1.6563], [-6.2147, -5.2085, -1.0808], [-3.7479, -3.9077, -3.0036], [-6.6168, -3.7833, -2.7372], [-7.3591, -3.3799, -1.1901], [-5.2044, -5.5696, -1.2728], [-6.8389, -5.9415, -1.5919], [-6.3392, -5.3164, -0.0033], [-4.4401, -4.4970, -3.6051], [-3.2058, -4.4577, -2.2343], [-2.9361, -3.6125, -3.6684], [-1.3806, -8.1138, 0.5680], [-0.7053, -8.8654, 1.6186], [0.6196, -9.5278, 1.3731], [-0.5749, -7.9129, 2.9068], [-1.3779, -6.7888, 3.0847], [-0.6426, -6.0500, 4.2641], [-2.0161, -10.1107, 2.3713], [-2.3867, -7.0868, 3.3704], [-1.4088, -6.1758, 2.1839], [0.3548, -5.7467, 3.9458], [-0.4716, -6.5768, 5.2029], [-1.2675, -5.1885, 4.4993], [-1.5449, -11.0897, 2.2833], [-2.9993, -10.0809, 1.9018], [-2.1005, -9.8996, 3.4373], [1.4569, 9.0290, -3.3181], [2.7041, 8.7603, -2.5891], [3.6894, 7.8099, -3.1228], [3.4684, 10.1463, -2.3347], [3.9077, 10.8731, -3.4636], [5.0409, 10.3014, -4.2572], [2.3559, 8.4015, -0.8260], [4.2487, 11.8621, -3.1576], [3.0877, 11.0980, -4.1455], [4.7655, 9.3490, -4.7101], [5.9028, 10.1414, -3.6094], [5.3674, 11.0120, -5.0164], [1.6266, 7.5922, -0.8622], [1.9166, 9.2556, -0.3107], [3.3004, 8.1687, -0.3342], [5.6696, -1.5112, 3.0527], [6.7992, -1.6447, 3.9927], [7.1525, -0.5607, 4.8592], [6.4995, -3.0323, 4.9577], [7.3736, -3.3026, 6.1024], [6.6847, -4.4335, 6.8522], [8.2544, -2.3608, 3.1970], [7.5047, -2.4547, 6.7747], [8.3135, -3.7127, 5.7330], [6.7057, -5.2640, 6.1466], [5.6569, -4.0941, 6.9803], [7.0927, -4.7324, 7.8178], [9.1146, -2.1876, 3.8437], [8.3739, -1.8922, 2.2201], [8.0882, -3.4297, 3.0629], [0.8125, 5.5251, 8.1420], [-0.2923, 4.9329, 7.3899], [-0.8196, 5.5171, 6.1898], [0.0799, 3.3451, 7.0573], [0.6763, 2.5488, 8.0136], [1.0835, 1.2271, 7.3578], [-1.7155, 4.4852, 8.5504], [-0.0156, 2.2655, 8.8067], [1.5274, 2.9103, 8.5908], [1.7578, 0.6327, 7.9743], [1.6020, 1.3398, 6.4057], [0.2012, 0.6514, 7.0784], [-2.2183, 5.4051, 8.8487], [-1.3584, 3.8631, 9.3711], [-2.4717, 3.9566, 7.9699], [-0.5985, 2.6344, -4.4221], [-0.8258, 2.8977, -5.8527], [0.1629, 3.5275, -6.7041], [-1.3195, 1.4162, -6.5030], [-0.9547, 1.0700, -7.8350], [-1.9947, 1.5039, -8.9288], [-2.5275, 3.7343, -6.0375], [-0.8681, 0.0133, -8.0880], [-0.0305, 1.6103, -8.0401], [-1.7071, 1.1658, -9.9243], [-2.1804, 2.5598, -9.1255], [-2.9556, 1.0570, -8.6738], [-2.3518, 4.6882, -6.5348], [-3.0407, 3.7953, -5.0778], [-3.1461, 3.1743, -6.7388], [-5.6681, 4.0649, 2.7595], [-5.1179, 4.1451, 1.4238], [-3.8348, 3.5740, 1.0718], [-6.2037, 3.6248, 0.2758], [-7.5331, 3.1424, 0.7546], [-8.3928, 3.1208, -0.5287], [-5.1496, 5.9465, 0.7961], [-8.0229, 3.7734, 1.4962], [-7.4105, 2.1955, 1.2802], [-9.4464, 2.9840, -0.2853], [-7.9902, 2.3542, -1.1908], [-8.4136, 4.1257, -0.9505], [-4.8772, 6.0214, -0.2566], [-4.3990, 6.4958, 1.3646], [-6.1765, 6.2813, 0.9423], [2.7096, -2.5909, -2.9141], [3.7362, -3.3144, -3.6262], [4.9892, -3.6956, -2.9982], [2.9661, -4.7402, -4.1431], [3.7967, -5.7471, -4.5031], [2.8543, -6.9231, -4.7420], [4.0695, -2.6439, -5.2587], [4.5632, -5.9903, -3.7672], [4.3013, -5.4578, -5.4249], [2.5528, -7.3608, -3.7904], [3.4153, -7.7384, -5.1989], [2.0961, -6.5621, -5.4369], [4.3175, -1.5835, -5.2123], [3.2308, -2.9480, -5.8850], [4.9826, -3.1645, -5.5474]],
  "lowdin_charge": [-0.1863, 1.3547, -0.1771, -0.3262, 0.7379, -0.3177, -0.3003, -0.2876, -0.0779, -0.1081, 0.1140, 0.1238, 0.0666, 0.0803, 0.0847, 0.0775, 0.0718, 0.0627, -0.3247, 0.7104, -0.3119, -0.3044, -0.2682, -0.0514, -0.0612, 0.1187, 0.1135, 0.0761, 0.0759, 0.0695, 0.0499, 0.0572, 0.0505, -0.3010, 0.6595, -0.3052, -0.2575, -0.2963, -0.0842, -0.1032, 0.1244, 0.1191, 0.0688, 0.0857, 0.0864, 0.0635, 0.0704, 0.0699, -0.3127, 0.6811, -0.2869, -0.3024, -0.2740, -0.0735, -0.1175, 0.1174, 0.1091, 0.0794, 0.0801, 0.0839, 0.0717, 0.0699, 0.0750, -0.2923, 0.6850, -0.2804, -0.2647, -0.3349, -0.0661, -0.0880, 0.1053, 0.1240, 0.0810, 0.0734, 0.0738, 0.0642, 0.0547, 0.0660, -0.3318, 0.7164, -0.2901, -0.2833, -0.2635, -0.0774, -0.0703, 0.1179, 0.0973, 0.0740, 0.0666, 0.0734, 0.0612, 0.0615, 0.0494, -0.2908, 0.6570, -0.3256, -0.2995, -0.2309, -0.0634, -0.0835, 0.1091, 0.1144, 0.0780, 0.0798, 0.0774, 0.0614, 0.0586, 0.0609, -0.3031, 0.6789, -0.2903, -0.2624, -0.3668, -0.0507, -0.1091, 0.1201, 0.1138, 0.0852, 0.0784, 0.0845, 0.0771, 0.0789, 0.0670]
}



[3]
{
  "formula": "C7H15NOSi",
  "method": "ωB97M-V/def2-TZVPD",
  "de_lowest_kj_mol": 47.39,
  "symbols": ["C", "C", "C", "C", "C", "C", "C", "N", "O", "Si", "H", "H", "H", "H", "H", "H", "H", "H", "H", "H", "H", "H", "H", "H", "H"],
  "xyz": [[-2.8089, -0.7194, -0.9408], [-3.4423, 0.3994, -0.6118], [1.8549, 1.3651, -0.1582], [-4.1036, 0.5032, 0.7451], [2.2903, 2.7662, -0.1553], [1.4745, -1.5325, 1.6416], [2.2136, -1.9079, -1.3151], [0.7770, 0.7383, -0.4692], [2.8751, 0.5288, 0.2292], [1.7038, -0.6962, -0.0034], [-2.2523, -0.7232, -1.7590], [-2.8578, -1.5080, -0.2178], [-3.5599, -0.3297, 1.3917], [-5.1337, 0.4489, 0.6403], [-3.8250, 1.5212, 1.2819], [3.3356, 2.8394, -0.2675], [1.8996, 3.3414, 0.8182], [1.8855, 3.4334, -1.0411], [1.7702, -2.5213, 1.6238], [2.0355, -1.1385, 2.4829], [0.4442, -1.6514, 1.9458], [1.3807, -1.9306, -2.1257], [3.1527, -1.7173, -1.8145], [2.3544, -2.9167, -0.9021], [-3.4640, 1.4075, -1.0190]],
  "lowdin_charge": [-0.0097, -0.2390, -0.5924, -0.1384, -0.0304, -0.1313, -0.1528, 0.0693, -0.1041, 0.4589, -0.0011, 0.0532, 0.1015, 0.0266, 0.1052, 0.0490, 0.1348, 0.1202, -0.0076, 0.0444, 0.0310, 0.0686, 0.0249, 0.0261, 0.0931]
}